# 1
Entry from OMol25: a molecular structure, C23H30IN4O9S2V (ωB97M-V/def2-TZVPD).

Properties
**Gap between HOMO and LUMO (alpha / beta)**: 4.645 / 6.948 eV
**Total energy**: -104187.8255 eV
**Molar mass**: 748.49 g/mol
**E_LUMO (alpha / beta)**: 1.69 / 1.69 eV
**HOMO (alpha / beta)**: -2.958 / -5.260 eV
**<S²>**: 3.755
**Charge**: -1
**Multiplicity**: 4

XYZ file:
```
70
Properties=species:S:1:pos:R:3:forces:R:3
V 0.020497 -0.265490 0.072715 -1.7 -0.6 -1.3
C -1.982796 -1.736273 -2.013820 1.4 0.5 0.1
C -2.833326 -1.077914 -0.872666 -0.8 -0.5 -1.0
N -2.193158 -1.066226 0.414561 1.4 -0.8 -0.3
C -2.331733 -2.337939 1.212540 0.5 0.5 0.3
C -2.449286 -3.688390 0.536453 -0.3 0.0 -1.5
S -0.877074 -4.522831 0.272391 1.0 -0.5 0.8
C -0.416119 -4.316599 -1.433849 0.9 0.3 -1.7
C 0.233377 -2.969212 -2.000958 1.1 -0.4 1.5
N -0.466214 -1.699914 -1.770809 -0.7 0.7 -0.9
H -2.309276 -2.752466 -2.172288 0.0 -0.4 0.0
H -2.106302 -1.221484 -2.980658 -0.5 0.0 0.4
H -3.150327 -0.068768 -1.205289 0.3 -0.5 0.6
H -3.752702 -1.673288 -0.697525 -0.1 0.2 -0.8
H -2.664114 -0.372882 0.948857 -0.1 0.9 0.6
H -1.446208 -2.361384 1.901504 -1.0 -0.2 -0.7
H -3.187868 -2.203156 1.851664 -0.7 0.0 0.3
H -3.049012 -4.399165 1.109103 0.2 0.3 0.4
H -2.961131 -3.728804 -0.445475 0.1 0.4 0.4
H 0.378325 -5.083623 -1.673908 -0.8 0.6 0.6
H -1.281741 -4.674210 -2.013969 0.2 0.5 -0.2
H 1.287503 -2.839058 -1.511564 -1.8 -0.4 -0.7
H 0.417930 -3.097335 -3.081208 -0.1 -0.4 0.2
H -0.098428 -1.018559 -2.544720 -0.7 -1.2 1.9
O -0.336517 -2.175415 3.069579 2.7 0.9 -0.1
C 0.693640 -1.636320 2.557430 -1.7 -0.6 -0.9
O 0.951316 -1.584261 1.283127 0.4 -0.9 2.0
C 1.633240 -0.914128 3.503338 -0.2 -0.2 -0.8
C 3.068112 -0.726470 3.010496 -1.1 1.1 0.3
C 3.822368 -0.413349 4.300012 0.0 0.1 0.4
C 3.494985 1.066421 4.450267 -0.7 1.5 1.1
C 2.445898 1.368989 3.377385 0.5 -1.7 -0.5
O 3.016610 0.576646 2.235047 -0.3 -0.8 1.9
C 1.185124 0.539092 3.761059 -0.8 0.7 -1.2
C -0.056626 1.117141 2.948439 0.1 -0.1 -1.7
O -0.760210 1.919635 3.550023 0.2 -0.3 0.1
O -0.200930 0.840561 1.655732 0.4 1.3 3.5
H 1.614157 -1.426945 4.464031 0.0 -0.3 -0.2
H 3.487677 -1.543218 2.462848 0.1 -0.1 -0.8
H 3.520310 -1.024819 5.203328 0.1 0.6 -1.2
H 4.866542 -0.570730 4.161386 1.0 0.0 0.0
H 3.001198 1.314078 5.394494 0.3 -0.2 0.2
H 4.346738 1.742437 4.382661 0.2 -0.2 -0.2
H 2.253756 2.439523 3.162847 0.2 -0.8 -0.2
H 0.954897 0.620631 4.821533 -0.2 0.5 -0.1
O -0.200356 0.409880 -3.283621 -0.9 1.4 0.2
C -0.908180 1.211572 -2.629202 0.8 -0.7 2.1
N -0.944436 1.334170 -1.228238 0.2 -0.7 -2.4
S -1.825393 2.629298 -0.726638 -1.0 -2.9 1.3
O -2.980410 2.170656 0.081272 1.7 1.1 -1.7
O -0.950547 3.608510 -0.200831 0.7 1.4 0.8
C -2.279715 3.133772 -2.320032 0.3 -2.3 -1.8
C -3.069955 4.170217 -2.661143 -0.4 0.3 -0.9
C -3.514532 4.251922 -3.988751 0.3 0.2 -0.4
C -3.027306 3.362355 -4.958268 -0.6 0.1 -0.8
C -2.155185 2.331300 -4.622829 0.5 -1.0 1.3
C -1.819048 2.168494 -3.272510 -0.9 2.4 0.1
H -3.281185 4.864147 -1.884137 -0.7 0.7 0.3
H -4.224993 5.031208 -4.278506 0.3 -0.2 0.1
H -3.344797 3.435480 -6.026127 0.1 0.1 1.1
H -1.762881 1.551078 -5.292252 -0.3 0.7 0.0
N 4.015241 0.150024 -1.158507 0.8 -0.2 -0.2
C 2.905192 0.836832 -0.938270 -3.2 -2.1 -0.7
O 1.742280 0.265899 -0.978355 4.5 2.0 0.2
C 3.015364 2.303869 -0.720373 -0.8 1.1 0.5
I 4.946513 3.361277 -1.167033 -1.3 -0.7 0.1
H 3.925179 -0.840687 -1.391674 0.2 0.6 0.3
H 4.916881 0.649196 -1.167038 -0.8 -0.7 -0.1
H 2.908406 2.462129 0.355224 0.0 0.0 -0.1
H 2.130793 2.792899 -1.198295 1.1 -0.2 0.1
```
Forces are in eV/Å.

---

# 2
Entry from OMol25: a gas-phase ion, C5H11IN (charge +1) (ωB97M-V/def2-TZVPD).

Properties
**Gap between HOMO and LUMO (alpha / beta)**: 6.742 / 6.395 eV
**Total energy**: -14941.7405 eV
**Molar mass**: 212.05 g/mol
**E_LUMO (alpha / beta)**: -3.52 / -7.46 eV
**HOMO (alpha / beta)**: -10.266 / -13.859 eV
**<S²>**: 2.006
**Charge**: +1
**Multiplicity**: 3

XYZ file:
```
18
Properties=species:S:1:pos:R:3:forces:R:3
C 0.721512 -0.265556 -0.221216 1.7 0.0 -2.0
C -0.731860 -0.222991 -0.543826 0.8 -0.5 4.2
C 0.069379 1.025900 -0.300832 -0.9 -0.8 0.9
C 1.450058 -0.928626 0.912576 2.9 -0.7 -0.6
C -0.309164 2.043684 0.684686 -3.0 2.8 -1.7
N -1.209688 -0.837463 -1.732790 -2.2 0.2 -3.7
I 0.055453 2.046763 -2.411326 0.3 1.6 -2.5
H 1.210857 -0.402300 -1.223986 0.4 -0.3 0.8
H -1.301527 -0.632046 0.321155 -0.1 0.7 -0.7
H 0.855762 -1.018310 1.795977 -0.2 0.1 0.7
H 2.501427 -0.391128 1.139805 -2.6 -1.0 -0.4
H 1.761390 -1.986705 0.593265 -0.5 1.4 0.5
H -0.134042 1.717189 1.669943 0.4 0.1 1.4
H -1.481462 2.199961 0.548013 2.3 -0.3 0.6
H 0.051768 3.140482 0.449975 -0.1 -2.2 0.7
H -2.238663 -0.998861 -1.534582 1.3 0.1 -1.1
H -0.776609 -1.732171 -1.930912 0.1 -0.5 0.3
H -1.066309 -0.308250 -2.711140 -0.5 -0.6 2.7
```
Forces are in eV/Å.

---

# 3
Entry from OMol25: C4H8O2 in the gas phase (ωB97M-V/def2-TZVPD).

Properties
**Gap between HOMO and LUMO**: 10.773 eV
**Total energy**: -8371.5510 eV
**Molar mass**: 88.11 g/mol
**E_LUMO**: 1.00 eV
**HOMO**: -9.777 eV
**Multiplicity**: 1
**Structure (SMILES)**: CCOCC=O

XYZ file:
```
14
Properties=species:S:1:pos:R:3:forces:R:3
C 2.185606 -0.227005 -0.185895 1.1 -0.2 0.5
C 0.747917 -0.279142 0.335678 0.9 0.9 0.0
O -0.001153 0.693797 -0.382054 0.4 -0.5 -0.3
C -1.307418 0.813384 0.062816 -0.3 0.9 0.5
C -2.231864 -0.305761 -0.341839 -0.5 -0.7 0.4
O -3.374180 -0.363301 0.062665 1.0 -0.1 -0.6
H 2.244717 -0.306834 -1.292954 -0.2 0.0 0.7
H 2.748724 -1.115431 0.245154 -0.5 1.1 -0.5
H 2.721704 0.727975 0.123762 -0.8 -1.2 -0.4
H 0.348931 -1.285870 0.234538 -0.3 -0.1 -0.1
H 0.732481 0.013938 1.398739 0.0 -0.3 -0.1
H -1.346491 1.004612 1.158736 -0.2 -0.4 -0.4
H -1.705023 1.725058 -0.394076 -0.1 0.0 0.0
H -1.763955 -1.095425 -1.025266 -0.6 0.7 0.5
```
Forces are in eV/Å.

---

Record order is preserved below.
Energy relative to the best compared isomer or geometry (same formula, charge and spin): 0.878 1.814 1.731 eV
Record order is preserved below.
Max |F|: 0.096 0.087 0.029 hartree/bohr